1 | Computed, not measured: C6H14 in the gas phase, with ωB97M-V with the def2-TZVPD basis set.

- E_HOMO (eV) = -9.1351
- gap between HOMO and LUMO (eV) = 10.29
- charge = 0
- lowest unoccupied orbital energy (eV) = 1.16

Bonds (Å) are listed after each position.
Positions of all 20 atoms, in Å:
1 C 2.601 0.076 -0.323  C2 1.529, H7 1.095, H8 1.097, H9 1.099
2 C 1.299 -0.666 -0.023  C1 1.529, C3 1.539, H10 1.098, H11 1.103
3 C -0.045 0.049 0.205  C2 1.539, C4 1.501, C5 1.516, H12 1.257
4 C -0.075 1.493 -0.206  C3 1.501, H13 1.089, H14 1.096, H15 1.094
5 C -1.211 -0.833 -0.199  C3 1.516, C6 1.519, H16 1.102, H17 1.100
6 C -2.506 -0.321 0.406  C5 1.519, H18 1.095, H19 1.090, H20 1.098
7 H 2.848 0.705 0.539  C1 1.095
8 H 3.420 -0.646 -0.428  C1 1.097
9 H 2.631 0.719 -1.214  C1 1.099
10 H 1.253 -1.699 -0.393  C2 1.098
11 H 1.104 -0.661 1.063  C2 1.103
12 H -0.151 0.126 1.455  C3 1.257
13 H -0.920 1.944 0.312  C4 1.089
14 H 0.841 1.994 0.129  C4 1.096
15 H -0.168 1.630 -1.287  C4 1.094
16 H -1.004 -1.855 0.155  C5 1.102
17 H -1.286 -0.902 -1.294  C5 1.100
18 H -2.795 0.641 -0.031  C6 1.095
19 H -3.321 -1.027 0.241  C6 1.090
20 H -2.378 -0.176 1.487  C6 1.098

2 | Computed, not measured: a 2-piece molecular cluster, C6H14 overall, with ωB97M-V with the def2-TZVPD basis set.

- E_HOMO (eV) = -5.7652
- gap between HOMO and LUMO (eV) = 5.35
- charge = 0
- lowest unoccupied orbital energy (eV) = -0.41

Bonds (Å) are listed after each position.
Positions of all 20 atoms, in Å:
1 C -2.017 1.589 0.001  C2 1.681, H7 1.110, H8 1.159, H9 1.143
2 C -1.430 0.139 0.616  C1 1.681, C3 1.438, H10 1.217, H11 1.138
3 C -0.330 -0.551 0.000  C2 1.438, C4 1.425, H13 1.102
4 C 0.981 -0.018 0.164  C3 1.425, C5 1.466, C6 1.562, H14 1.106
5 C 1.799 0.245 -1.023  C4 1.466, C6 1.891, H15 1.065, H17 1.124
6 C 2.229 -0.928 0.396  C4 1.562, C5 1.891, H18 1.126, H19 1.131, H20 1.091
7 H -2.601 1.335 -0.908  C1 1.110
8 H -1.123 2.256 -0.315  C1 1.159
9 H -2.749 1.940 0.806  C1 1.143
10 H -1.366 0.388 1.806  C2 1.217
11 H -2.416 -0.396 0.808  C2 1.138
12 H -4.399 -2.145 -1.053  H16 0.748
13 H -0.694 -1.560 -0.256  C3 1.102
14 H 0.942 0.802 0.904  C4 1.106
15 H 1.375 -0.138 -1.921  C5 1.065
16 H -4.063 -2.811 -1.110  H12 0.748
17 H 2.499 1.111 -1.181  C5 1.124
18 H 1.874 -1.192 1.431  C6 1.126
19 H 3.320 -0.649 0.294  C6 1.131
20 H 2.004 -1.797 -0.224  C6 1.091

Q: Which of them is the least stable? A: 2.

1 | Computed, not measured: a 2-piece molecular cluster, C6H14 overall, with ωB97M-V with the def2-TZVPD basis set.

- E_HOMO (eV) = -9.5988
- gap between HOMO and LUMO (eV) = 10.89
- charge = 0
- lowest unoccupied orbital energy (eV) = 1.29

Bonds (Å) are listed after each position.
Positions of all 20 atoms, in Å:
1 C -0.447 -2.556 -1.800  C2 1.330, H7 1.087, H8 1.088
2 C 0.319 -1.576 -1.327  C1 1.330, C3 1.503, H9 1.092
3 C 0.316 -1.087 0.095  C2 1.503, C4 1.533, H10 1.100, H11 1.098
4 C 0.208 0.435 0.234  C3 1.533, C5 1.529, H12 1.099, H13 1.100
5 C 0.333 0.886 1.689  C4 1.529, C6 1.526, H14 1.099, H15 1.099
6 C 0.270 2.401 1.862  C5 1.526, H16 1.096, H17 1.095, H18 1.096
7 H -0.394 -2.870 -2.839  C1 1.087
8 H -1.160 -3.077 -1.164  C1 1.088
9 H 1.018 -1.081 -2.004  C2 1.092
10 H 1.249 -1.409 0.581  C3 1.100
11 H -0.503 -1.569 0.645  C3 1.098
12 H -0.749 0.781 -0.182  C4 1.099
13 H 0.995 0.916 -0.366  C4 1.100
14 H -0.462 0.415 2.282  C5 1.099
15 H 1.282 0.511 2.097  C5 1.099
16 H 1.076 2.895 1.308  C6 1.096
17 H 0.365 2.685 2.916  C6 1.095
18 H -0.682 2.802 1.493  C6 1.096
19 H -1.408 -0.088 -2.642  H20 0.745
20 H -1.628 0.585 -2.877  H19 0.745

2 | Computed, not measured: C6H14 in the gas phase, with ωB97M-V with the def2-TZVPD basis set.

- E_HOMO (eV) = -10.9682
- gap between HOMO and LUMO (eV) = 12.25
- charge = 0
- lowest unoccupied orbital energy (eV) = 1.28

Bonds (Å) are listed after each position.
Positions of all 20 atoms, in Å:
1 C -1.854 -0.852 2.507  C2 1.530, H7 1.096, H8 1.099, H9 1.092
2 C -1.463 -0.735 1.033  C1 1.530, C3 1.525, H10 1.099, H11 1.095
3 C -0.123 -0.060 0.757  C2 1.525, C4 1.528, H12 1.100, H13 1.100
4 C 0.163 0.062 -0.739  C3 1.528, C5 1.526, H14 1.101, H15 1.100
5 C 1.493 0.747 -1.041  C4 1.526, C6 1.526, H16 1.099, H17 1.099
6 C 1.788 0.851 -2.535  C5 1.526, H18 1.097, H19 1.095, H20 1.097
7 H -1.283 -1.628 3.031  C1 1.096
8 H -1.698 0.093 3.045  C1 1.099
9 H -2.914 -1.106 2.577  C1 1.092
10 H -1.467 -1.738 0.586  C2 1.099
11 H -2.245 -0.168 0.518  C2 1.095
12 H 0.691 -0.614 1.245  C3 1.100
13 H -0.130 0.944 1.208  C3 1.100
14 H -0.655 0.619 -1.221  C4 1.101
15 H 0.156 -0.941 -1.194  C4 1.100
16 H 1.487 1.751 -0.594  C5 1.099
17 H 2.300 0.194 -0.542  C5 1.099
18 H 1.826 -0.143 -2.997  C6 1.097
19 H 2.749 1.344 -2.719  C6 1.095
20 H 1.010 1.426 -3.051  C6 1.097

Q: Which of them is the least stable? A: 1.

1 | Computed, not measured: C7H6O3 in the gas phase, with ωB97M-V with the def2-TZVPD basis set.

- E_HOMO (eV) = -8.7825
- gap between HOMO and LUMO (eV) = 9.09
- charge = 0
- lowest unoccupied orbital energy (eV) = 0.31

Bonds (Å) are listed after each position.
Positions of all 16 atoms, in Å:
1 O -3.780 0.616 -0.931  C2 1.218
2 C -3.084 0.267 0.005  O1 1.218, C3 1.444, H11 1.059
3 C -1.862 -0.487 -0.159  C2 1.444, O4 1.486, C5 1.592, H12 1.050
4 O -1.395 -1.169 1.075  C3 1.486, C5 1.367
5 C -0.683 -0.032 0.810  C3 1.592, O4 1.367, C6 1.420, H13 1.115
6 C 0.645 -0.003 0.310  C5 1.420, C7 1.364, O10 1.402
7 C 1.638 0.929 0.391  C6 1.364, C8 1.412, H14 1.050
8 C 2.680 0.279 -0.307  C7 1.412, C9 1.350, H15 1.094
9 C 2.293 -0.915 -0.804  C8 1.350, O10 1.321, H16 1.046
10 O 1.056 -1.140 -0.400  C6 1.402, C9 1.321
11 H -3.328 0.289 1.035  C2 1.059
12 H -1.447 -0.696 -1.100  C3 1.050
13 H -1.067 0.861 1.359  C5 1.115
14 H 1.780 1.947 0.599  C7 1.050
15 H 3.717 0.626 -0.310  C8 1.094
16 H 2.834 -1.372 -1.574  C9 1.046

2 | Computed, not measured: C7H6O3 in the gas phase, with ωB97M-V with the def2-TZVPD basis set.

- E_HOMO (eV) = -8.7922
- gap between HOMO and LUMO (eV) = 8.40
- charge = 0
- lowest unoccupied orbital energy (eV) = -0.39

Bonds (Å) are listed after each position.
Positions of all 16 atoms, in Å:
1 O -2.814 -0.923 -0.191  C2 1.246
2 C -1.665 -1.387 -0.054  O1 1.246, C3 1.419, H11 1.069
3 C -0.588 -0.468 0.040  C2 1.419, C4 1.391, C9 1.476
4 C 0.750 -0.844 -0.020  C3 1.391, O5 1.382, C6 1.397
5 O 1.153 -2.166 0.003  C4 1.382, H12 1.063
6 C 1.876 -0.030 -0.164  C4 1.397, C7 1.447, H13 1.060
7 C 1.560 1.382 -0.150  C6 1.447, C8 1.464, H14 1.053
8 C 0.191 1.864 0.042  C7 1.464, C9 1.363, H15 1.086
9 C -0.843 0.982 0.146  C3 1.476, C8 1.363, O10 1.330
10 O -2.121 1.341 0.062  C9 1.330, H16 1.043
11 H -1.509 -2.444 -0.054  C2 1.069
12 H 1.661 -2.312 0.925  O5 1.063
13 H 2.779 -0.584 -0.190  C6 1.060
14 H 2.239 2.174 -0.290  C7 1.053
15 H 0.004 2.934 0.046  C8 1.086
16 H -2.671 0.480 -0.149  O10 1.043

Q: Which of them is the least stable? A: 1.

1 | Computed, not measured: a 2-piece molecular cluster, C3H7N2OS overall, with ωB97M-V with the def2-TZVPD basis set.

- E_HOMO (eV) = -12.6695
- gap between HOMO and LUMO (eV) = 8.79
- charge = +1
- lowest unoccupied orbital energy (eV) = -3.88

Bonds (Å) are listed after each position.
Positions of all 14 atoms, in Å:
1 C -0.767 0.098 -1.717  N4 1.296, N5 1.303, H8 1.087
2 C 1.665 -0.569 2.068  C3 1.258, S7 1.581
3 C 1.827 0.181 3.064  C2 1.258, H10 0.997, H11 1.116
4 N -0.908 0.059 -3.005  C1 1.296, H12 0.995, H13 1.004
5 N -1.488 0.409 -0.677  C1 1.303, O6 1.383, H14 1.072
6 O -0.885 0.202 0.550  N5 1.383, H9 1.009
7 S 1.396 -1.653 0.949  C2 1.581
8 H 0.193 -0.395 -1.596  C1 1.087
9 H -0.062 -0.370 0.665  O6 1.009
10 H 2.175 1.113 3.132  C3 0.997
11 H 1.404 0.006 4.082  C3 1.116
12 H -0.517 -0.665 -3.564  N4 0.995
13 H -1.650 0.602 -3.407  N4 1.004
14 H -2.383 0.983 -0.544  N5 1.072

2 | Computed, not measured: an isolated ion of composition C3H7N2OS and charge +1, with ωB97M-V with the def2-TZVPD basis set.

- E_HOMO (eV) = -13.7100
- gap between HOMO and LUMO (eV) = 9.68
- charge = +1
- lowest unoccupied orbital energy (eV) = -4.03

Bonds (Å) are listed after each position.
Positions of all 14 atoms, in Å:
1 O 2.026 1.332 0.585  C2 1.189
2 C 1.074 0.687 0.279  O1 1.189, C3 1.549, N6 1.355
3 C 0.961 -0.198 -0.987  C2 1.549, N4 1.488, H8 1.093, H9 1.089
4 N -0.148 -1.157 -0.734  C3 1.488, C5 1.466, H10 1.028, H11 1.027
5 C -1.119 -0.498 0.145  N4 1.466, N6 1.704, H12 1.084, H13 1.085
6 N -0.108 0.622 0.937  C2 1.355, C5 1.704, S7 1.679
7 S -0.586 1.393 2.349  N6 1.679, H14 1.346
8 H 0.725 0.455 -1.831  C3 1.093
9 H 1.913 -0.694 -1.175  C3 1.089
10 H -0.592 -1.456 -1.612  N4 1.028
11 H 0.225 -1.994 -0.270  N4 1.027
12 H -1.542 -1.128 0.919  C5 1.084
13 H -1.867 0.082 -0.385  C5 1.085
14 H -0.962 2.554 1.781  S7 1.346

Q: Which of them is the least stable? A: 1.